Record 1
Entry from OMol25: 2 unconnected molecules or ions with the total composition C16H28FIN5O at a distorted geometry (ωB97M-V with the def2-TZVPD basis set).

CARTESIAN COORDINATES (ANGSTROEM)
C (-4.592, 4.321, 0.989)
C (-4.062, 2.849, 1.240)
C (-4.911, 1.786, 0.448)
C (-4.420, 1.590, -1.055)
N (-4.132, 0.182, -1.389)
C (-2.874, -0.291, -0.872)
F (-1.894, 0.704, -0.673)
C (-2.296, -1.308, -1.918)
C (-1.064, -2.129, -1.406)
I (0.623, -1.608, -2.726)
N (-0.613, -1.792, -0.032)
C (-1.641, -1.312, 0.808)
N (-1.303, -1.069, 2.060)
C (0.082, -1.284, 2.584)
C (1.058, -0.138, 2.060)
C (2.182, -0.683, 1.076)
O (3.457, -0.573, 1.712)
N (-2.991, -1.025, 0.411)
H (-5.660, 4.440, 1.285)
H (-4.541, 4.568, -0.106)
H (-3.996, 5.065, 1.574)
H (-4.262, 2.660, 2.331)
H (-2.972, 2.757, 1.027)
H (-4.995, 0.796, 0.970)
H (-5.961, 2.184, 0.424)
H (-3.616, 2.315, -1.338)
H (-5.306, 1.881, -1.681)
H (-4.114, 0.030, -2.396)
H (-2.038, -0.734, -2.839)
H (-3.119, -2.037, -2.136)
H (-1.225, -3.229, -1.501)
H (-0.244, -2.670, 0.350)
H (-1.965, -0.699, 2.735)
H (0.464, -2.306, 2.331)
H (0.094, -1.228, 3.701)
H (1.563, 0.417, 2.880)
H (0.402, 0.568, 1.484)
H (2.147, -0.156, 0.087)
H (1.941, -1.761, 0.848)
H (4.076, -0.408, 0.976)
H (-3.327, -0.394, 1.150)
N (6.135, -0.135, -0.257)
C (5.490, -0.668, -1.299)
C (6.111, -1.370, -2.318)
C (7.487, -1.526, -2.258)
C (8.181, -0.980, -1.188)
C (7.462, -0.300, -0.218)
H (4.416, -0.514, -1.297)
H (5.535, -1.782, -3.136)
H (8.013, -2.066, -3.035)
H (9.255, -1.081, -1.107)
H (7.958, 0.141, 0.640)

Atomic forces in eV per Å
0.401 -0.341 -0.489
-1.245 0.189 0.688
0.229 0.542 -0.394
-1.831 0.893 0.146
1.457 0.520 0.741
-0.215 -1.650 -1.808
-0.586 -0.038 -0.048
-0.319 -0.193 0.485
0.244 0.519 -0.915
-0.337 -0.437 0.417
-3.180 -0.605 0.197
0.028 0.005 0.590
0.794 -0.776 0.156
1.187 0.654 0.537
-0.187 -0.460 -1.244
-0.690 -0.240 0.382
-0.648 0.127 -1.252
3.025 0.888 0.345
0.771 -0.313 -0.091
0.098 -0.065 0.988
-0.430 -0.606 -0.607
0.552 0.068 -0.866
-0.731 0.086 0.154
0.226 0.818 -0.446
0.886 -0.500 0.009
-0.369 -0.734 0.435
0.925 -0.412 0.334
-0.183 0.239 0.257
-0.271 -0.508 0.797
0.658 0.720 0.092
0.179 1.014 0.008
0.429 0.735 0.289
-0.089 -0.122 -0.407
-0.453 0.870 0.072
-0.626 -0.151 -0.976
-0.463 -0.525 -0.461
0.709 -0.399 0.625
0.065 -0.206 0.905
0.362 0.777 0.177
0.319 -0.035 0.746
-0.478 -0.279 -0.520
0.005 -0.274 -0.235
0.118 0.144 0.269
0.054 -0.005 -0.013
0.074 -0.027 -0.025
-0.124 -0.038 -0.114
-0.257 0.151 0.203
-0.086 -0.052 -0.175
0.003 0.020 0.024
-0.018 0.020 0.027
-0.030 0.021 0.025
0.048 -0.029 -0.035

The calculation puts the HOMO energy at -11.70 eV. The calculation puts the orbital gap at 0.3139 Eh. As for the spin multiplicity: 1. Its net charge is +1.

Here are the Mulliken charges for atoms 1 to 2, given in e: -1.187, -0.320



Record 2
Entry from OMol25: 11 unconnected molecules or ions with the total composition C26H77N19O14 at a distorted geometry (ωB97M-V with the def2-TZVPD basis set).

CARTESIAN COORDINATES (ANGSTROEM)
C (-2.355, 2.088, -4.432)
O (-1.428, 1.641, -3.805)
N (-3.170, 2.997, -3.994)
N (-2.665, 1.725, -5.658)
H (-2.739, 3.448, -3.199)
H (-3.992, 3.211, -4.540)
H (-3.575, 2.074, -5.926)
H (-1.991, 1.326, -6.296)
C (1.484, -1.748, -4.193)
O (1.851, -2.042, -5.302)
N (2.209, -1.865, -3.182)
N (0.274, -1.330, -3.939)
H (1.836, -1.540, -2.301)
H (3.156, -2.210, -3.248)
H (0.025, -1.046, -3.003)
H (-0.432, -1.066, -4.611)
C (-4.680, 1.726, -0.874)
O (-4.922, 2.803, -0.415)
N (-3.515, 1.256, -1.122)
N (-5.604, 0.870, -1.135)
H (-2.726, 1.756, -0.738)
H (-3.456, 0.357, -1.578)
H (-6.505, 1.327, -1.143)
H (-5.446, -0.010, -1.604)
C (-1.202, 2.585, 3.336)
O (-1.197, 3.009, 2.182)
N (-2.249, 2.355, 4.065)
N (-0.111, 2.538, 3.958)
H (-3.178, 2.228, 3.688)
H (-2.076, 2.321, 5.059)
H (-0.098, 2.226, 4.919)
H (0.757, 2.853, 3.550)
C (1.813, 2.668, -4.333)
O (2.968, 3.056, -4.318)
N (1.414, 1.524, -4.873)
N (0.912, 3.186, -3.600)
H (2.021, 0.770, -5.163)
H (0.408, 1.452, -4.837)
H (-0.036, 2.835, -3.604)
H (1.287, 3.787, -2.880)
C (-1.585, 4.959, -0.857)
O (-1.630, 4.964, -2.092)
N (-0.467, 4.818, -0.169)
N (-2.635, 4.715, -0.126)
H (-0.561, 4.543, 0.798)
H (0.380, 5.077, -0.654)
H (-3.474, 4.478, -0.636)
H (-2.466, 4.415, 0.823)
C (0.335, 1.079, -0.519)
O (0.613, -0.017, -0.951)
N (0.834, 1.643, 0.511)
N (-0.670, 1.774, -0.987)
H (1.426, 1.115, 1.137)
H (0.481, 2.541, 0.810)
H (-0.964, 2.579, -0.453)
H (-1.064, 1.456, -1.861)
C (3.182, 4.420, -1.001)
O (2.733, 4.732, 0.060)
N (3.955, 5.155, -1.814)
N (3.050, 3.223, -1.513)
H (4.098, 6.094, -1.471)
H (4.298, 4.770, -2.683)
H (3.399, 2.856, -2.387)
H (2.438, 2.569, -1.046)
C (-0.863, 0.840, 7.584)
O (-0.206, 1.437, 6.502)
C (1.170, 1.426, 6.690)
C (1.798, 0.121, 6.256)
N (2.098, 0.095, 4.832)
C (2.168, -1.226, 4.336)
C (2.364, -1.145, 2.781)
O (1.080, -0.880, 2.234)
C (0.492, -1.883, 1.515)
H (-0.779, 1.450, 8.483)
H (-0.418, -0.088, 7.942)
H (-1.928, 0.836, 7.354)
H (1.456, 1.581, 7.730)
H (1.515, 2.316, 6.164)
H (1.155, -0.663, 6.657)
H (2.778, 0.050, 6.727)
H (1.366, 0.583, 4.336)
H (1.180, -1.642, 4.531)
H (2.975, -1.752, 4.846)
H (2.979, -1.878, 2.260)
H (3.050, -0.310, 2.640)
H (1.086, -2.639, 1.002)
H (-0.137, -1.242, 0.896)
H (-0.216, -2.369, 2.186)
C (-2.128, -0.962, 3.987)
O (-3.188, -1.096, 3.124)
C (-4.031, -2.189, 3.438)
C (-4.722, -2.500, 2.114)
N (-4.073, -2.759, 0.837)
C (-3.224, -1.673, 0.410)
C (-2.726, -1.720, -1.041)
O (-3.762, -1.538, -1.991)
C (-3.459, -2.006, -3.342)
H (-1.439, -1.786, 3.805)
H (-2.461, -0.748, 5.003)
H (-1.748, -0.059, 3.509)
H (-4.682, -1.910, 4.266)
H (-3.370, -3.027, 3.660)
H (-5.493, -1.729, 2.094)
H (-5.377, -3.356, 2.278)
H (-4.635, -3.017, 0.039)
H (-2.276, -1.750, 0.943)
H (-3.675, -0.714, 0.663)
H (-2.430, -2.752, -1.227)
H (-1.918, -1.024, -1.265)
H (-4.235, -1.644, -4.017)
H (-3.161, -3.053, -3.402)
H (-2.508, -1.509, -3.530)
C (4.051, -0.584, -0.555)
O (4.175, -1.950, -0.889)
C (5.321, -2.208, -1.607)
C (5.550, -3.647, -1.942)
N (4.277, -4.163, -2.463)
C (4.063, -5.631, -2.472)
C (2.506, -5.673, -2.600)
O (1.986, -4.933, -1.441)
C (0.563, -4.874, -1.277)
H (3.082, -0.495, -0.063)
H (3.930, 0.012, -1.460)
H (4.803, -0.069, 0.043)
H (6.249, -1.852, -1.160)
H (5.363, -1.569, -2.488)
H (5.895, -4.047, -0.988)
H (6.408, -3.826, -2.590)
H (3.644, -3.800, -1.765)
H (4.587, -6.141, -1.664)
H (4.585, -5.955, -3.373)
H (2.031, -6.635, -2.790)
H (2.128, -5.072, -3.426)
H (0.251, -4.354, -2.183)
H (0.331, -4.323, -0.366)
H (0.008, -5.803, -1.148)

Atomic forces in eV per Å
-0.251 -0.318 -0.838
2.252 -1.030 1.087
-0.991 1.298 1.762
-0.772 -1.377 -2.669
-1.081 1.091 0.564
0.363 0.833 0.847
0.637 -0.391 -1.098
-0.476 -0.084 0.163
-1.302 -0.296 -3.842
0.829 -0.487 -3.148
3.831 -0.271 5.888
-4.783 1.531 1.224
0.547 -0.082 0.260
-0.305 -0.098 0.000
0.196 0.179 0.076
0.777 -0.288 -0.291
0.267 0.543 0.469
-0.560 3.424 1.228
4.549 -0.530 -0.635
-4.977 -2.376 -1.075
-0.113 -0.546 -0.253
0.471 0.240 0.191
-0.200 -0.705 -0.098
-0.054 0.163 0.138
-1.689 2.052 -2.975
-0.900 0.305 -2.735
-2.821 -0.787 1.489
6.019 -0.745 3.419
0.275 0.162 0.103
-0.676 -0.327 0.113
0.004 0.005 -0.052
-0.442 0.040 -0.084
2.738 -2.169 -0.305
2.194 0.623 -0.502
-1.006 -1.415 -1.996
-3.068 3.347 2.462
-0.174 0.398 -0.197
0.286 -1.179 -0.048
0.165 0.200 0.640
-0.733 0.259 -0.227
0.244 -2.047 -1.783
0.074 0.935 -0.922
2.094 0.748 0.251
-2.604 0.243 1.148
0.808 0.323 0.149
0.248 -0.236 0.787
-0.218 -0.229 0.638
-0.720 -0.154 0.067
-1.720 -0.927 -0.707
1.350 -2.498 -1.369
3.337 1.637 3.860
-2.009 1.033 -1.691
-0.182 0.026 -0.044
0.115 -0.271 0.343
-0.186 0.097 -0.660
-0.149 0.645 -0.029
1.540 -0.640 -1.587
-1.276 1.534 2.346
0.620 2.165 0.240
-1.363 -4.428 -0.209
0.385 -0.107 -0.693
-0.144 0.505 0.126
0.096 0.763 -0.270
0.093 0.203 0.334
-0.796 0.599 1.085
-0.357 -0.329 0.136
1.014 0.345 0.126
1.009 0.976 -0.136
-0.213 1.441 0.586
0.136 -0.822 -1.682
0.258 0.482 1.548
3.086 1.244 0.589
-2.601 0.060 -0.074
0.084 0.593 0.096
-0.285 -0.595 -0.658
-0.046 -0.654 -0.071
-0.355 0.159 0.279
0.619 -0.164 -0.259
-0.062 -0.444 -0.348
0.000 -0.238 0.483
-0.256 0.032 -0.183
0.096 -1.152 -0.074
-0.066 -0.269 -0.010
-0.803 -1.067 0.152
-0.423 0.827 -0.060
0.443 0.481 -0.136
-0.101 -1.046 -1.043
-0.048 -0.778 0.057
0.579 1.472 -1.063
-2.029 -0.551 -0.297
1.988 -0.285 -2.140
-3.218 -0.643 0.323
1.572 0.172 0.175
1.238 0.714 -0.504
-0.783 -1.560 -0.008
-1.759 -0.141 -1.111
1.428 1.400 1.684
0.269 -0.196 0.817
0.402 -0.321 0.325
1.181 0.135 0.953
-0.397 -0.414 -0.124
-0.040 -0.301 0.647
-0.018 0.803 -0.781
0.120 -0.455 0.239
-0.843 -0.125 0.691
-0.076 0.304 0.281
0.108 0.269 -0.143
0.859 -0.179 0.252
0.299 0.032 0.389
0.056 -0.404 0.158
-0.827 -0.344 0.179
0.049 0.289 -0.830
-1.577 0.552 -0.403
0.209 -0.102 1.168
2.188 1.375 -1.616
-0.629 -0.636 0.318
1.149 -0.066 0.954
-0.537 1.844 -1.256
-0.464 0.746 0.785
0.131 -1.813 0.748
0.839 0.420 -0.806
0.065 -0.003 0.209
0.171 0.056 -0.374
0.543 -0.754 0.206
0.084 0.056 1.050
-0.635 -0.008 -0.770
-0.367 -0.927 0.402
-0.154 0.433 -0.460
-0.638 -0.059 -0.114
-0.719 -0.178 0.590
-0.467 -0.490 -0.292
0.199 -0.448 0.810
0.769 0.140 -0.597
-0.892 0.173 0.139
0.317 0.379 -0.231
0.459 -0.557 -0.354

The calculation puts the HOMO energy (spin up / spin down) at 0.43 / -6.84 eV. As for the expectation value of S²: 0.750. The calculation puts the orbital gap (spin up / spin down) at 0.0457 / 0.3105 Eh. As for the spin multiplicity: 2. Its net charge is -1.

Here are the Mulliken charges for atoms 1 to 2, given in e: 0.398, -0.291